{
  "formula": "C4H10AlO4S2",
  "method": "ωB97M-V/def2-TZVPD",
  "species": ["C", "C", "C", "C", "O", "O", "S", "O", "O", "S", "H", "H", "H", "H", "H", "H", "H", "H", "H", "H", "Al"],
  "coordinates": [[3.947349, -0.076717, -0.620664], [2.744910, 0.077439, 0.451634], [1.487124, -0.008676, -0.295566], [0.172586, 0.076181, 0.730801], [-0.502665, 1.234019, 0.551711], [-1.489087, 1.162682, -0.348845], [-3.163425, 0.976766, 0.352814], [-4.011609, 1.641748, -0.531000], [-3.385966, -0.635636, 0.180986], [-4.786658, -1.142494, -0.610253], [3.706561, 0.285008, -1.612143], [4.794418, 0.468501, -0.209733], [4.196233, -1.131634, -0.704269], [2.928071, 1.001050, 0.999734], [2.808896, -0.743022, 1.155213], [1.406042, 0.746607, -1.072588], [1.411474, -0.983639, -0.780146], [0.501048, 0.021802, 1.764104], [-0.466129, -0.783012, 0.522270], [-4.909500, -2.356611, -0.008296], [-7.389675, 0.169638, 0.084235]],
  "forces_ev_per_a": [[0.227, -0.395, -1.074], [-0.585, -0.021, 2.003], [2.653, -0.195, -2.422], [-1.893, -0.196, 1.805], [0.286, -0.342, -0.434], [1.499, 0.115, -0.553], [-0.471, -1.582, 2.033], [-0.874, 0.746, -1.146], [0.133, 0.831, 0.381], [0.205, -0.484, -0.759], [0.022, 0.272, -0.131], [-0.182, 0.451, 0.319], [-0.388, -0.254, 0.152], [0.110, 0.269, -0.234], [0.251, -0.165, 0.171], [-0.568, 0.395, 0.150], [-0.735, -0.275, 0.176], [0.597, 0.495, 0.068], [0.180, -0.222, -0.782], [0.382, 0.265, 0.164], [-0.847, 0.292, 0.115]],
  "mulliken_charge": [-1.04, -0.40, -0.47, -0.18, 0.06, -0.10, 0.92, -0.33, -0.18, 0.00, 0.42, 0.34, 0.38, 0.40, 0.39, 0.44, 0.36, 0.43, 0.29, 0.33, 0.95],
  "orbital_gap_ev": 3.43,
  "total_charge": 3,
  "total_energy_ha": -1496.645240,
  "e_lumo_ha": -0.6182
}


{
  "formula": "C4H10BO7P",
  "method": "ωB97M-V/def2-TZVPD",
  "species": ["C", "O", "B", "O", "C", "P", "O", "C", "O", "C", "O", "O", "H", "H", "H", "H", "H", "H", "H", "H", "O", "H", "H"],
  "coordinates": [[-1.528855, -0.953679, -1.607260], [-1.455679, 0.469998, -1.871758], [-0.302608, 1.086086, -1.271538], [0.481519, 1.938389, -2.143749], [0.060005, 0.875657, 0.299743], [1.060324, -0.675271, 0.771543], [0.546835, -1.273607, 2.101432], [0.820004, 2.023954, 1.110903], [-0.176936, 2.969294, 1.594777], [-1.404885, 2.244313, 1.408083], [-2.477360, 2.845439, 1.528441], [-1.190850, 0.882390, 1.044755], [-2.446927, -1.342994, -2.178999], [-1.732788, -1.199885, -0.501370], [-0.622278, -1.551535, -1.959786], [0.170072, 1.777215, -3.066585], [2.435600, -0.240632, 0.862264], [0.831428, -1.637699, -0.258819], [1.108043, 1.469789, 2.087423], [1.788530, 2.461723, 0.700151], [1.183871, -3.703984, 0.369556], [1.396891, -4.075906, 1.234713], [1.456043, -4.389055, -0.253921]],
  "forces_ev_per_a": [[-1.507, -1.287, 0.226], [2.621, -0.251, 1.215], [-0.310, 0.926, -2.446], [-1.676, -2.040, 1.272], [1.045, 1.350, 0.316], [-2.175, -1.677, 2.989], [1.309, 1.483, -2.617], [1.174, -1.388, 1.950], [-1.353, -2.799, -2.059], [-1.903, 2.549, 0.433], [3.633, -3.007, -0.307], [-0.115, 2.487, 0.246], [1.460, 0.601, 0.789], [0.444, 0.561, -1.497], [-1.071, 1.024, 0.341], [0.214, 0.308, 0.984], [-0.724, -0.136, -0.604], [0.711, 0.874, 0.085], [0.010, 0.799, -1.384], [-1.816, -0.181, 0.118], [0.248, -0.515, -0.120], [-0.163, 0.229, 0.015], [-0.057, 0.090, 0.054]],
  "mulliken_charge": [-0.59, -0.53, 0.71, -0.56, 0.49, 0.45, -0.64, -0.78, -0.31, 0.60, -0.53, -0.27, 0.27, 0.27, 0.24, 0.32, 0.12, 0.00, 0.44, 0.33, -0.58, 0.30, 0.27],
  "orbital_gap_ev": 10.48,
  "smiles": "COB(O)[C@@]1([PH2]=O)COC(=O)O1.O",
  "total_charge": 0,
  "total_energy_ha": -1051.333203,
  "e_lumo_ha": 0.0051
}


{
  "formula": "C4H10BaO2",
  "method": "ωB97M-V/def2-TZVPD",
  "species": ["H", "C", "O", "C", "C", "O", "C", "H", "H", "H", "H", "H", "H", "H", "H", "H", "Ba"],
  "coordinates": [[-1.202546, 0.615792, 2.540981], [0.914408, 1.604910, 1.845765], [0.834588, 1.748681, 0.600109], [1.621088, 0.928133, -0.319880], [0.896906, 0.850688, -1.638974], [-0.471653, 0.472926, -1.464526], [-1.105380, -0.071684, -2.638406], [0.380403, 2.356026, 2.437010], [1.535842, 0.802126, 2.264558], [1.789353, -0.053200, 0.139483], [2.568907, 1.463332, -0.445468], [1.398410, 0.087973, -2.248474], [0.934331, 1.811954, -2.165664], [-2.165864, -0.211621, -2.406492], [-1.005175, 0.634106, -3.471037], [-0.643098, -1.036599, -2.877310], [-1.843730, 0.477788, 0.512893]],
  "forces_ev_per_a": [[1.685, 0.485, 0.515], [-0.993, -0.568, 2.036], [-0.560, 0.440, -1.299], [0.406, -0.339, -0.139], [0.273, 0.160, -0.688], [0.669, -0.033, 0.021], [0.246, -0.104, -0.536], [0.588, -0.233, 0.027], [-0.139, 0.406, 0.122], [-0.044, 0.162, 0.006], [-0.111, -0.266, -0.045], [0.068, 0.213, 0.061], [-0.003, -0.164, 0.061], [0.109, 0.009, -0.097], [-0.090, -0.210, 0.140], [-0.167, 0.215, -0.071], [-1.936, -0.174, -0.113]],
  "mulliken_charge": [-0.31, -0.15, -0.20, -0.60, -0.44, -0.45, -0.65, 0.36, 0.34, 0.46, 0.33, 0.42, 0.40, 0.26, 0.32, 0.33, 1.58],
  "orbital_gap_ev": [7.94, 7.94],
  "total_charge": 2,
  "total_energy_ha": -333.653101,
  "e_lumo_ha": [-0.3243, -0.3243]
}


{
  "formula": "C4H10BeF12N2O13S4",
  "method": "ωB97M-V/def2-TZVPD",
  "species": ["Be", "C", "F", "F", "F", "S", "O", "O", "N", "S", "O", "O", "C", "F", "F", "F", "C", "F", "F", "F", "S", "O", "O", "N", "S", "O", "O", "C", "F", "F", "F", "O", "H", "H", "O", "H", "H", "O", "H", "H", "O", "H", "H", "O", "H", "H"],
  "coordinates": [[25.897757, 4.148205, -28.431192], [27.087664, 3.818940, -24.267420], [28.105488, 4.455224, -24.860054], [27.445620, 3.172508, -23.193252], [26.251175, 4.798253, -23.910758], [26.239113, 2.651586, -25.520297], [26.179906, 1.388517, -24.871218], [24.952454, 3.252686, -25.732929], [26.982113, 2.712707, -27.048256], [28.164673, 1.639694, -26.930647], [28.887210, 1.723650, -25.684159], [27.813666, 0.291283, -27.244298], [29.491808, 2.092092, -28.177977], [28.895729, 2.353398, -29.364141], [30.146673, 3.203340, -27.809905], [30.312100, 1.086967, -28.327904], [22.921115, 4.234553, -31.416858], [22.075043, 4.066671, -30.405043], [22.206701, 4.150834, -32.527613], [23.546242, 5.403623, -31.331235], [24.236159, 2.876243, -31.416147], [23.613733, 1.785568, -32.077931], [25.411078, 3.348984, -32.094997], [24.644233, 2.826433, -29.741647], [24.146992, 1.407277, -29.211004], [24.034800, 1.404064, -27.776256], [22.946793, 0.876999, -29.779719], [25.573998, 0.254647, -29.695292], [25.673544, -0.705120, -28.793685], [25.389094, -0.256257, -30.903938], [26.731774, 0.930165, -29.715133], [28.051076, 5.279786, -27.648996], [28.493526, 6.090925, -27.379919], [28.752053, 4.725512, -28.006623], [23.600383, 4.294918, -27.621394], [23.094445, 5.109965, -27.567716], [23.244540, 3.722458, -26.928570], [25.407713, 6.253543, -29.857273], [24.598144, 6.740864, -29.680754], [25.801680, 6.695168, -30.615176], [27.575870, 4.451260, -30.264388], [27.477463, 5.074519, -30.988729], [28.439708, 4.046926, -30.392805], [25.423848, 6.020948, -26.981552], [26.107780, 6.573981, -26.589834], [24.598943, 6.480781, -26.808485]],
  "forces_ev_per_a": [[-0.578, -0.981, 0.139], [0.114, 0.798, -1.113], [0.439, -0.436, 0.250], [0.361, -0.236, -0.003], [-0.511, -0.311, 0.022], [-2.626, 0.214, 0.096], [1.023, -0.231, -0.264], [0.662, 0.783, -0.045], [-0.965, 1.067, 0.868], [2.342, -2.845, 0.821], [-0.180, 1.276, -0.127], [-0.430, 0.543, -0.969], [-1.514, 0.251, -0.085], [0.399, 0.007, -0.053], [0.194, -0.133, -0.080], [0.227, 0.124, 0.152], [0.133, -1.346, 0.122], [0.277, 0.354, 0.216], [0.360, 0.342, -0.239], [-0.637, 0.289, -0.177], [1.638, 1.327, -0.729], [-0.483, -0.325, 0.755], [-0.148, 0.977, 0.495], [-0.070, 0.486, -1.835], [-1.669, -2.096, 2.815], [1.614, 0.640, -0.059], [0.451, 0.189, -1.034], [-0.015, 0.222, 0.426], [-0.262, -0.121, -0.229], [-0.158, -0.059, 0.074], [-0.211, 0.164, -0.127], [-0.284, 0.131, -0.062], [-0.064, 0.062, -0.028], [0.024, -0.024, 0.096], [-0.108, 0.408, -0.627], [-0.148, -0.070, -0.119], [0.483, -0.319, -0.010], [0.392, -0.141, 0.623], [-0.050, -0.077, -0.004], [0.011, -0.131, -0.079], [-0.246, 0.103, 0.411], [-0.293, -0.145, -0.082], [-0.135, -0.262, 0.045], [0.600, -0.118, -0.276], [0.149, -0.128, -0.064], [-0.109, -0.222, 0.094]],
  "mulliken_charge": [1.38, 0.62, -0.21, -0.19, -0.24, 0.86, -0.59, -0.58, -0.07, 0.84, -0.62, -0.60, 0.51, -0.23, -0.26, -0.19, 0.70, -0.24, -0.21, -0.18, 0.78, -0.50, -0.64, -0.06, 0.64, -0.58, -0.56, 0.65, -0.21, -0.21, -0.16, -0.34, 0.20, 0.16, -0.33, 0.20, 0.26, -0.47, 0.25, 0.23, -0.34, 0.20, 0.22, -0.33, 0.20, 0.22],
  "orbital_gap_ev": 8.88,
  "total_charge": 0,
  "total_energy_ha": -4051.812735,
  "e_lumo_ha": -0.0535
}


{
  "formula": "C4H10BeO2",
  "method": "ωB97M-V/def2-TZVPD",
  "species": ["O", "C", "C", "O", "C", "Be", "H", "H", "H", "H", "H", "H", "H", "C", "H", "H", "H"],
  "coordinates": [[0.784752, 0.554489, -2.479997], [0.593104, -0.365955, -1.695925], [0.819263, -0.069238, -0.254222], [0.676566, 1.297745, -0.019815], [0.829833, 1.702920, 1.329804], [0.503993, 2.268867, -1.413525], [0.707231, -1.418436, -2.014112], [-1.246618, -1.341548, -0.654404], [1.797912, -0.473330, 0.062210], [0.012238, -0.631149, 0.309274], [-0.154463, 1.740058, 1.819274], [1.491137, 1.015396, 1.875130], [1.273973, 2.706140, 1.313496], [-1.851950, -1.657574, 0.244514], [-1.949321, -2.748810, 0.216766], [-1.441436, -1.373267, 1.221490], [-2.846216, -1.206312, 0.140035]],
  "forces_ev_per_a": [[-1.084, 0.131, -0.233], [2.608, 0.643, -0.024], [-1.974, -2.473, 1.412], [0.429, 0.174, -0.996], [0.010, 0.759, 1.082], [0.177, 0.365, -0.220], [-0.543, 0.100, 0.068], [-0.954, -0.451, 1.252], [-0.109, 0.340, -0.288], [1.622, 0.758, -0.310], [0.303, -0.050, -0.180], [-0.143, 0.137, -0.326], [-0.214, -0.319, 0.034], [-0.377, -0.211, -0.912], [-0.042, 0.225, 0.022], [0.061, 0.038, -0.436], [0.229, -0.166, 0.056]],
  "mulliken_charge": [-0.38, 0.02, 0.25, -0.31, -0.73, -0.40, 0.40, 0.03, 0.36, -0.12, 0.26, 0.32, 0.29, -0.75, 0.30, 0.18, 0.27],
  "orbital_gap_ev": 4.50,
  "total_charge": 0,
  "total_energy_ha": -323.462712,
  "e_lumo_ha": -0.0171
}


{
  "formula": "C4H10BrPS",
  "method": "ωB97M-V/def2-TZVPD",
  "species": ["C", "C", "C", "C", "P", "S", "Br", "H", "H", "H", "H", "H", "H", "H", "H", "H", "H"],
  "coordinates": [[-0.353245, 1.113106, 0.761442], [-1.997227, -0.494409, -0.264007], [1.784450, -0.978686, 0.072427], [-0.815436, 0.459046, -0.547886], [0.605282, -0.596275, -1.246536], [0.239832, -1.895901, -2.624857], [3.258972, 2.434600, 1.542560], [0.605900, 1.677517, 0.728564], [-1.087601, 1.928204, 1.045315], [-0.307426, 0.328407, 1.554541], [-2.280343, -0.839378, -1.271938], [-2.823301, 0.104726, -0.013248], [-2.013671, -1.438037, 0.447636], [2.502556, -0.085239, 0.114886], [1.202514, -1.009733, 1.142549], [2.473291, -1.873532, -0.026384], [-0.994547, 1.165583, -1.415062]],
  "forces_ev_per_a": [[-0.228, 1.337, 0.329], [-0.207, -1.637, -1.364], [1.037, 0.539, 2.728], [1.286, -0.929, 0.378], [-0.180, 0.055, -0.059], [-0.007, 0.269, 0.358], [-0.087, -0.050, -0.078], [-0.424, -0.707, -0.155], [0.493, -1.161, -0.128], [-0.112, 0.881, -0.480], [-0.044, -0.500, 0.404], [-1.155, 0.891, 0.836], [0.945, 2.168, -1.280], [-1.215, -1.210, 0.134], [1.480, -0.059, -2.603], [-1.327, 0.827, -0.240], [-0.257, -0.712, 1.221]],
  "mulliken_charge": [-1.11, -1.22, -0.56, 0.31, 0.29, -0.30, -0.30, 0.13, 0.36, 0.32, 0.41, 0.42, 0.26, 0.10, 0.21, 0.34, 0.34],
  "orbital_gap_ev": [8.07, 2.84],
  "total_charge": 0,
  "total_energy_ha": -3471.856008,
  "e_lumo_ha": [-0.0638, -0.1518]
}


{
  "formula": "C4H10Cl2N2O3P",
  "method": "ωB97M-V/def2-TZVPD",
  "species": ["C", "C", "C", "C", "N", "N", "O", "O", "O", "P", "Cl", "Cl", "H", "H", "H", "H", "H", "H", "H", "H", "H", "H"],
  "coordinates": [[0.951716, 0.192414, 0.964296], [0.578624, 0.560874, -1.448878], [1.011401, -1.326460, 1.104831], [1.246499, 1.887569, -1.807536], [-1.908613, -2.005612, 0.206198], [0.087994, 0.598774, -0.102877], [-1.933593, 0.748084, 1.517952], [-2.321154, 0.953181, -1.054162], [-2.058209, -2.120665, 1.627165], [-1.579483, 0.441546, 0.112967], [2.546602, -1.812439, 1.864425], [0.085806, 3.210611, -1.572326], [1.957237, 0.592184, 0.781420], [0.560447, 0.633168, 1.884138], [1.303264, -0.249630, -1.604150], [-0.284975, 0.401352, -2.097851], [0.971599, -1.812866, 0.130368], [0.201840, -1.714542, 1.720477], [1.563770, 1.906659, -2.850260], [2.095727, 2.096698, -1.155197], [-2.862781, -1.966360, -0.173062], [-2.213718, -1.214538, 1.952060]],
  "forces_ev_per_a": [[0.264, -0.001, 0.376], [0.134, 0.235, -0.307], [-0.210, 0.002, -0.257], [0.009, -0.264, 0.010], [0.728, 2.948, -0.597], [-1.235, -0.325, -0.020], [0.163, -0.464, 0.397], [0.121, -0.332, -0.318], [-0.259, -0.168, 0.471], [-0.485, -1.727, 0.001], [0.480, -0.180, 0.316], [0.012, 0.437, -0.147], [-0.088, -0.063, 0.055], [0.213, -0.039, -0.006], [-0.038, -0.016, 0.009], [0.223, 0.002, -0.145], [-0.043, 0.034, 0.121], [0.006, 0.010, -0.158], [0.041, -0.018, 0.071], [-0.022, -0.052, -0.089], [0.027, 0.019, 0.293], [-0.042, -0.041, -0.076]],
  "mulliken_charge": [-1.06, -0.82, -0.16, -0.52, -0.64, 0.46, -0.74, -0.69, -0.41, 0.66, -0.27, -0.20, 0.37, 0.39, 0.32, 0.47, 0.30, 0.31, 0.40, 0.26, 0.20, 0.35],
  "orbital_gap_ev": 7.45,
  "total_charge": -1,
  "total_energy_ha": -1755.456977,
  "e_lumo_ha": 0.1151
}